DFT (ωB97M-V/def2-TZVPD) results for a 6-piece molecular cluster, C24H50BF3N2O10 overall.

Values from the calculation:
- molecular weight (g mol⁻¹) = 594.47
- SMILES string = CCOB(O)[C@@H]1C(=O)N[C@H](CCC(F)=C(F)F)[C@@H]1N(C(C)=O)C(C)=O.CCO.CCO.CCO.CCO.CCO
- highest occupied orbital energy (eV) = -8.521
- HOMO-LUMO gap (eV) = 8.953
- DFT total energy (Ha) = -2130.74859

```
90
Properties=species:S:1:pos:R:3:forces:R:3
C 0.20117 3.22896 -2.56933 0.20 -0.13 0.34
C -0.28441 1.96260 -3.23221 0.42 -0.31 0.12
O 0.00339 0.85168 -2.32860 -0.48 0.21 0.19
B -0.92812 -0.13154 -2.34622 0.12 -0.71 -0.28
O -1.22345 -0.79909 -3.53518 -0.03 0.66 -0.12
C -1.68174 -0.60121 -1.00800 1.07 0.74 0.18
C -1.72276 0.65299 -0.11248 -0.44 -0.16 0.22
O -2.06838 1.75024 -0.44426 0.03 0.03 -0.11
N -1.25251 0.33237 1.21807 -0.08 0.13 -0.81
C -1.45660 -1.12910 1.24222 0.19 0.08 -0.07
C -1.21469 -1.85858 2.55886 -0.02 0.93 0.26
C -1.72506 -1.03246 3.75824 0.33 -1.87 0.98
C -3.20180 -1.06253 3.91109 0.02 -0.39 0.08
F -3.70103 -0.37539 4.97450 0.03 1.39 -0.76
C -4.11867 -1.63008 3.10703 0.08 0.40 0.12
F -5.10976 -0.97511 2.52668 -1.06 -0.20 0.96
F -4.18031 -2.91030 2.78595 0.82 -0.05 -1.21
C -0.92085 -1.63569 -0.11084 -1.53 0.20 -0.36
N 0.52694 -1.59880 -0.37361 0.08 -0.86 0.52
C 1.36082 -1.77103 0.80915 0.17 0.05 0.25
C 1.99911 -0.52506 1.37200 -0.11 0.06 -0.65
O 1.57728 -2.85858 1.27920 0.06 0.05 -0.21
C 0.98884 -2.61763 -1.33627 -0.31 0.32 -0.53
C 0.50693 -4.04304 -1.25722 0.28 0.06 -0.41
O 1.76772 -2.26908 -2.18048 0.04 -0.12 0.48
H 1.29021 3.25636 -2.63429 -0.03 0.20 -0.13
H -0.05047 3.23817 -1.50761 -0.23 -0.09 -0.07
H -0.23753 4.10967 -3.03339 0.13 -0.01 -0.12
H 0.25849 1.77610 -4.15690 -0.11 0.10 -0.12
H -1.36033 1.99322 -3.41978 0.03 0.08 -0.03
H -2.11549 -0.65718 -3.86315 -0.10 -0.39 0.08
H -2.68183 -0.97176 -1.24093 -0.04 0.09 0.05
H -0.27346 0.61263 1.15695 0.05 -0.07 0.59
H -2.53437 -1.18640 1.05738 -0.02 -0.27 0.26
H -1.77027 -2.79616 2.53648 0.36 -0.19 -0.14
H -0.16510 -2.05273 2.76253 -0.03 -0.19 -0.16
H -1.27203 -1.48069 4.65015 0.10 0.22 0.04
H -1.34060 -0.01363 3.72028 -0.41 0.14 -0.05
H -1.40570 -2.60114 -0.27772 0.56 -0.23 -0.05
H 2.07797 0.22177 0.58152 -0.06 0.07 0.09
H 1.39476 -0.12345 2.18830 0.16 -0.07 0.15
H 2.99870 -0.78452 1.71272 -0.10 0.01 0.28
H 0.47094 -4.41590 -2.28049 -0.16 -0.01 0.03
H -0.44644 -4.18515 -0.76451 0.10 -0.10 0.13
H 1.29181 -4.61217 -0.75726 -0.16 -0.01 0.21
C 0.80022 6.79082 -6.60938 0.08 -0.05 -0.02
C 0.16583 5.55530 -5.99791 0.08 0.13 0.18
O 1.08891 4.81033 -5.21370 -0.03 0.01 -0.18
H 1.65199 6.51007 -7.22943 -0.02 -0.01 -0.03
H 0.08381 7.33832 -7.22369 -0.01 0.01 0.01
H 1.16703 7.46215 -5.82921 -0.06 0.03 0.00
H -0.18452 4.87914 -6.77685 0.00 -0.04 0.03
H -0.69473 5.84026 -5.38049 -0.07 -0.01 -0.10
H 1.40474 5.38081 -4.50610 0.04 -0.04 0.01
C 2.25535 -0.92705 -4.83701 0.01 0.14 -0.13
C 2.74918 0.27079 -5.62394 0.13 -0.07 0.16
O 2.78446 1.45083 -4.82345 -0.03 0.05 -0.07
H 1.26050 -0.73799 -4.43769 -0.04 -0.02 0.00
H 2.21793 -1.81870 -5.46641 0.02 -0.01 0.01
H 2.91293 -1.12922 -3.99226 0.02 -0.04 -0.03
H 2.08760 0.49261 -6.46140 0.00 0.06 0.01
H 3.75037 0.07724 -6.02649 -0.04 -0.03 -0.10
H 3.37117 1.27991 -4.08007 -0.05 -0.01 0.03
C 1.36067 2.32570 6.81633 0.06 -0.02 -0.08
C 0.15310 1.55736 6.31768 0.17 -0.15 0.13
O 0.52664 0.48559 5.44764 0.03 0.05 -0.15
H 1.92722 2.72958 5.97612 -0.03 0.04 0.00
H 1.05556 3.14807 7.46409 -0.01 -0.01 0.02
H 2.03118 1.67205 7.38016 -0.03 0.02 0.06
H -0.50291 2.20955 5.74668 -0.06 -0.08 -0.03
H -0.41838 1.15577 7.15938 -0.09 0.11 0.00
H 1.10626 -0.10882 5.93385 0.01 0.03 0.02
C -4.01909 2.81699 5.56843 0.08 0.04 0.00
C -3.67971 3.35665 6.94481 0.01 0.14 -0.23
O -2.30377 3.72233 7.03748 0.03 -0.03 0.08
H -3.40408 1.95164 5.33085 -0.02 -0.03 0.05
H -5.06829 2.52498 5.50730 0.00 0.00 -0.02
H -3.82799 3.57601 4.80503 -0.08 0.03 0.01
H -3.85036 2.60398 7.71310 0.05 0.01 0.02
H -4.30349 4.22720 7.17455 -0.07 -0.06 0.07
H -2.13904 4.39360 6.36778 0.02 0.01 0.02
C 3.46803 -6.86972 -2.85184 -0.10 0.06 0.02
C 3.28258 -7.57437 -1.52092 -0.07 -0.11 -0.17
O 1.90747 -7.79579 -1.21920 0.01 0.10 0.05
H 2.94535 -5.91228 -2.85252 0.04 0.02 0.02
H 4.52411 -6.69035 -3.05713 0.00 -0.01 -0.01
H 3.05704 -7.47016 -3.66710 0.06 -0.03 -0.01
H 3.67731 -6.96729 -0.70726 -0.03 -0.02 0.04
H 3.81468 -8.53168 -1.52120 0.09 0.05 0.05
H 1.53582 -8.34374 -1.91718 -0.02 0.00 0.01
```
Forces are in eV/Å.